Density functional theory data (wB97M-V/def2-TZVPD) for C35H37N2O7S5W as an isolated structure at a distorted geometry.

Positions of all 87 atoms, in Å:
C: 1.304 2.423 0.691
H: -3.155 1.293 2.781
H: -2.550 0.673 -4.001
H: -1.108 2.930 1.782
O: 1.655 1.366 3.889
H: -4.232 0.375 -3.560
H: -3.963 -2.352 -1.300
C: 3.974 2.969 2.481
C: 2.357 -0.353 -0.247
C: -2.185 1.819 -1.283
C: -3.355 0.972 -3.327
H: 6.790 4.778 1.954
O: -0.235 -0.334 -1.404
C: 1.273 6.204 5.329
C: 2.470 3.208 2.493
O: 1.646 -2.318 -1.467
C: 2.214 5.243 5.668
H: 3.732 0.805 -0.995
H: -0.019 6.951 3.790
O: 3.245 0.690 -0.170
H: 0.985 -4.285 0.206
H: -1.403 1.167 2.744
C: 6.164 3.917 2.143
H: -2.375 -0.288 2.822
C: -1.623 3.058 0.835
S: -0.588 -2.105 0.868
S: -0.571 -5.278 1.781
C: -1.691 2.979 -2.105
H: -3.723 -1.548 -2.843
C: 0.415 -2.615 5.033
S: 0.182 -4.263 4.507
H: 4.353 5.054 2.128
O: 1.985 -0.833 0.921
C: 2.606 4.293 4.741
H: 2.648 5.236 6.657
C: 2.653 -1.346 -1.360
C: -2.324 0.705 2.383
N: 2.014 3.455 1.114
C: -0.131 -3.935 2.821
C: -2.947 0.827 -1.886
H: 1.745 -5.596 1.157
H: 0.594 -5.983 -0.138
H: 7.808 2.547 2.267
N: 0.970 1.541 1.679
H: 2.813 -0.808 -2.304
C: -3.873 -1.410 1.046
C: -0.053 -2.641 2.449
H: 3.589 -1.847 -1.087
H: -4.082 -1.077 2.058
C: 0.066 -0.838 -2.629
O: -0.264 -0.279 -3.627
C: -4.099 -1.414 -1.832
C: -1.920 1.757 0.113
H: 6.367 0.597 2.742
S: 0.716 -2.181 6.565
C: 2.052 4.296 3.464
H: -1.056 3.751 0.221
H: 3.339 3.544 5.008
H: 1.355 -2.260 -3.526
H: -2.417 3.796 -2.114
H: 0.062 -2.963 -2.532
H: -3.282 -2.325 1.115
C: 4.547 1.718 2.661
H: 0.975 6.948 6.053
H: -1.522 2.677 -3.135
H: 0.654 5.257 2.143
H: 2.519 4.048 0.474
C: 5.926 1.572 2.585
C: 1.100 5.250 3.129
H: -2.580 3.535 1.061
S: 0.382 -1.496 3.682
C: 0.716 6.206 4.060
H: -5.174 -1.231 -1.906
C: -3.387 -0.284 -1.136
C: -3.182 -0.343 0.239
H: 3.938 0.851 2.876
H: -4.828 -1.667 0.594
C: 1.684 1.911 2.829
H: -3.603 2.008 -3.551
C: -2.408 0.659 0.871
W: 0.309 0.058 0.339
C: 0.842 -5.270 0.647
C: 6.734 2.665 2.322
H: -0.751 3.366 -1.722
O: 0.910 2.120 -0.464
C: 4.792 4.069 2.229
C: 0.807 -2.166 -2.582

- DFT total energy (hartree) = -4049.97792
- max |F| (eV/Å) = 1.3
- multiplicity = 1
- lowest unoccupied orbital energy (alpha / beta) (Ha) = -0.18338 / -0.18336
- relative energy (zero: lowest compared OMol25 entry of this formula, charge and spin) (kJ/mol) = 200.9
- charge = +1
- HOMO-LUMO gap (alpha / beta) (eV) = 5.1 / 5.1